Density functional theory data (ωB97M-V/def2-TZVPD) for C4H8O2 in the gas phase.

Values from the calculation:
Frontier orbital gap = 10.1 eV
HOMO level = -9.25 eV
SMILES = CO/C=C\CO
M = 88.11 g/mol
ΔE to the lowest compared entry with this formula, charge and spin = 2.082 eV
Energy = -8371.1996 eV

Geometry as ORCA input:
```
! wB97M-V def2-TZVPD RIJCOSX def2/J DEFGRID3
* xyz 0 1
C -2.16813 0.50428 -0.10730
O -1.07368 -0.14718 -0.71827
C -0.36986 -0.95638 0.12396
C 0.95970 -0.93067 0.18794
C 1.79650 0.12085 -0.47957
O 2.31141 1.02558 0.48968
H -2.78975 -0.20095 0.46343
H -1.82284 1.29705 0.57153
H -2.76460 0.94733 -0.90692
H -0.97660 -1.64695 0.71665
H 1.55865 1.29605 1.03083
H 1.46071 -1.64177 0.83930
H 1.20654 0.64599 -1.24097
H 2.67194 -0.31323 -0.97028
*
```